# 1
# C5H8O6

A molecular structure, C5H8O6 (the ωB97M-V functional and the def2-TZVPD basis, the OMol25 dataset).

Element x y z (Å)
C: 2.257433 0.008878 -0.056572
H: -0.400245 -1.256841 1.787051
O: 3.469125 0.133889 -0.118989
H: -1.760702 1.964602 -0.892330
O: -0.490617 -0.661074 -1.568750
H: -1.884850 -1.097077 0.811914
O: 1.509776 1.141337 0.101227
O: -0.296968 0.987076 1.462228
H: -0.226293 1.539556 -1.744740
O: 1.572907 -1.057591 0.048212
C: -0.643214 1.861416 -0.806106
H: -0.412422 2.941551 -0.657953
C: -0.165572 -0.507065 -0.283167
O: -0.859469 -2.690689 0.307953
C: 0.093443 0.969607 0.155022
C: -0.851842 -1.367461 0.733407
H: -0.910045 -1.557200 -1.846322
H: 0.065642 1.822595 1.899736
H: -0.066081 -3.175500 0.668181

Force components x, y, z for each atom (eV/Å):
-1.8 1.9 1.7
-0.6 -0.1 -1.7
0.0 -1.0 -0.6
1.0 -1.4 0.6
-1.2 -1.9 -2.4
-1.0 0.4 0.1
1.6 0.7 -0.7
0.6 2.5 2.2
-0.2 0.4 -0.7
6.2 -1.8 0.5
0.2 2.5 -0.4
0.5 -0.6 0.0
-5.4 2.8 1.1
1.1 -2.2 0.2
-1.8 -3.7 -1.3
1.5 0.1 1.5
1.2 2.0 1.4
-0.7 -1.5 -0.8
-1.2 0.9 -0.7

Calculated values
HOMO-LUMO gap (spin up / spin down) in Ha: 0.2197 / 0.2148
2S+1: 3
Calculated total energy in eV: -17593.208
HOMO level (spin up / spin down) in eV: -5.41 / -10.24

Here are the Mulliken charges for atoms 1 to 4, given in e: number 1, C, carries 0.713; number 2, H, carries 0.314; number 3, O, carries -0.441; number 4, H, carries 0.275

# 2
# C5H8OS

A single C5H8OS molecule (the ωB97M-V functional and the def2-TZVPD basis, the OMol25 dataset).

Element x y z (Å)
H: -0.412148 -2.761219 0.249367
C: -0.260401 0.696558 0.989523
H: -1.404649 -1.717247 -0.651187
H: -0.919630 0.954863 -1.090416
C: -0.051327 1.182635 -0.458971
C: -0.515896 -1.732731 -0.050731
H: 0.160006 2.279305 -0.490962
H: 0.660022 0.893326 1.553683
O: -1.004229 -1.145734 2.219992
H: -1.049500 1.344417 1.399135
H: 2.049962 0.791694 -0.543025
H: 1.251345 0.817822 -2.139999
S: 0.969537 -1.334316 -1.040302
C: 1.150250 0.502670 -1.080309
C: -0.623343 -0.772044 1.134204

Force components x, y, z for each atom (eV/Å):
0.3 -0.2 0.5
-0.1 0.9 -1.2
-0.6 0.4 -0.4
0.0 0.3 0.3
0.4 0.2 0.0
0.7 1.3 0.1
-0.5 -0.7 0.1
-0.2 -0.2 0.1
0.1 -0.3 -0.3
0.1 -0.6 0.4
0.2 -0.2 0.0
0.0 -0.4 0.6
0.5 -0.2 -0.3
-0.5 -0.2 -0.6
-0.5 -0.1 0.8

Calculated values
SMILES string: O=C1CCCSC1
HOMO-LUMO gap in Ha: 0.3540
Calculated total energy in eV: -18197.172
Relative energy (zero: lowest compared OMol25 entry of this formula, charge and spin) in eV: 0.130
HOMO level in eV: -8.82

Here are the Mulliken charges for atoms 1 to 4, given in e: number 1, H, carries 0.360; number 2, C, carries -0.346; number 3, H, carries 0.336; number 4, H, carries 0.291

Largest force on an atom readings, ordered: 0.1268 0.0297 hartree/bohr